Record 1
Entry from the Open Molecules 2025 dataset: a 5-piece molecular cluster, H10O5 overall at a distorted geometry (ωB97M-V/def2-TZVPD).

Results
gap between HOMO and LUMO = 11.62 eV
relative energy (zero: lowest compared OMol25 entry of this formula, charge and spin) = 1.7580 eV
spin multiplicity = 1
SMILES string = O.O.O.O.O

```
15
Properties=species:S:1:pos:R:3:forces:R:3
H -0.563 -0.110 -0.005 -0.8 -0.7 0.7
H 0.294 0.423 -1.064 -0.3 1.0 1.3
H -4.537 0.750 -0.447 -0.9 0.1 0.1
H -5.725 1.635 -0.135 -0.7 3.0 1.0
H 3.878 -1.065 0.096 0.4 0.8 1.0
H 4.355 -2.080 -0.962 -2.6 1.5 1.0
H 2.542 1.858 0.905 0.2 1.4 -1.0
H 2.898 3.389 0.723 -0.1 0.0 0.3
H -1.014 -2.382 1.372 0.5 -0.3 0.4
H -1.219 -2.721 -0.160 -1.0 1.4 2.4
O -0.093 0.696 -0.184 1.0 -0.4 -1.9
O -5.515 0.795 -0.415 1.6 -3.1 -1.1
O 3.520 -1.567 -0.611 2.1 -2.3 -2.0
O 2.771 2.570 0.244 -0.2 -1.4 0.7
O -1.594 -2.192 0.644 0.6 -1.0 -2.9
```
Forces are in eV/Å.



Record 2
Entry from the Open Molecules 2025 dataset: C48H57BN8ORuS4Te as an isolated structure at a distorted geometry (ωB97M-V/def2-TZVPD).

Results
gap between HOMO and LUMO (alpha / beta) = 7.36 / 7.12 eV
charge = +1
relative energy (zero: lowest compared OMol25 entry of this formula, charge and spin) = 0.8540 eV
<S²> = 0.7582
spin multiplicity = 2

```
121
Properties=species:S:1:pos:R:3:forces:R:3
Ru -1.997 0.198 0.111 0.4 1.2 -0.6
C -0.843 4.003 3.820 0.1 0.0 -0.1
C 0.034 3.075 3.037 -0.2 -0.1 -0.1
C 1.317 2.791 3.398 0.1 -0.2 0.0
C 2.022 1.742 2.748 -0.1 0.2 0.3
N 1.549 1.211 1.653 0.4 0.4 -0.3
N 0.386 1.658 1.189 0.1 -0.5 -0.6
B -0.152 1.234 -0.240 -1.0 -0.6 0.5
N 0.896 0.394 -1.057 0.2 0.4 0.3
N 2.181 0.795 -1.056 -0.1 0.0 -0.1
C 3.041 0.127 -1.771 0.0 -0.1 -0.1
C 2.637 -1.008 -2.528 0.1 0.1 0.1
C 1.335 -1.379 -2.578 -0.1 0.0 0.0
C 0.837 -2.526 -3.398 0.0 0.0 0.1
C 0.423 -0.608 -1.796 0.0 -0.2 -0.2
S -1.264 -0.890 -1.834 0.1 -0.2 0.3
C 4.496 0.580 -1.751 0.0 0.0 0.0
C 5.229 -0.186 -0.641 0.0 0.0 0.0
C 4.588 2.081 -1.481 0.0 0.0 0.0
C 5.173 0.280 -3.096 0.0 0.0 0.0
N -0.493 2.560 -1.016 0.6 0.1 0.0
N 0.491 3.484 -0.942 -0.2 -0.1 0.0
C 0.349 4.611 -1.571 0.0 0.1 -0.1
C -0.776 4.832 -2.413 0.1 0.0 0.0
C -1.773 3.918 -2.482 -0.1 -0.1 0.0
C -2.991 4.116 -3.327 0.0 0.0 0.0
C -1.646 2.744 -1.670 -0.2 0.2 -0.1
S -2.961 1.682 -1.485 0.1 -0.1 0.1
C 1.460 5.641 -1.394 0.0 0.0 0.0
C 1.976 5.595 0.047 0.0 0.0 0.0
C 0.957 7.053 -1.705 0.0 0.0 0.0
C 2.597 5.277 -2.356 0.0 0.0 0.0
C -0.477 2.358 1.918 -0.1 0.2 0.5
S -2.138 2.231 1.480 0.1 -0.4 0.1
C 3.351 1.217 3.265 0.1 0.1 0.0
C 4.440 2.197 2.798 0.0 0.0 0.0
C 3.344 1.148 4.796 0.0 0.0 0.0
C 3.631 -0.179 2.710 -0.1 -0.1 0.0
H -0.264 4.848 4.191 0.0 0.0 0.0
H -1.266 3.479 4.679 0.0 0.0 0.0
H -1.672 4.375 3.221 0.0 0.0 0.0
H 1.762 3.304 4.241 0.0 0.0 0.0
H 3.374 -1.573 -3.082 0.0 0.0 0.0
H 1.664 -3.035 -3.889 0.0 0.0 0.0
H 0.136 -2.174 -4.158 0.0 0.0 0.0
H 0.292 -3.236 -2.772 0.0 0.0 0.0
H 4.896 0.145 0.344 0.1 0.0 -0.1
H 6.302 -0.007 -0.717 0.0 0.0 0.0
H 5.061 -1.263 -0.715 0.0 0.0 0.0
H 3.987 2.372 -0.620 0.0 0.0 0.0
H 4.241 2.646 -2.348 0.0 0.0 0.0
H 5.628 2.353 -1.295 0.0 0.0 0.0
H 5.391 -0.781 -3.226 0.0 0.0 0.0
H 6.126 0.809 -3.138 0.0 0.0 0.0
H 4.568 0.618 -3.939 0.0 0.0 0.0
H -0.844 5.739 -2.998 0.0 0.0 0.0
H -2.910 5.031 -3.909 0.0 0.0 0.0
H -3.883 4.167 -2.701 0.0 0.0 0.0
H -3.131 3.270 -4.001 0.0 0.0 0.0
H 1.189 5.874 0.752 0.0 0.0 0.0
H 2.801 6.299 0.161 0.0 0.0 0.0
H 2.327 4.596 0.307 0.0 0.0 0.0
H 0.060 7.299 -1.132 0.0 0.0 0.0
H 0.739 7.190 -2.765 0.0 0.0 0.0
H 1.730 7.775 -1.440 0.0 0.0 0.0
H 2.962 4.274 -2.138 0.0 0.1 0.0
H 3.423 5.981 -2.247 0.0 0.0 0.0
H 2.261 5.306 -3.395 0.0 0.0 0.0
H 4.291 3.190 3.228 0.0 0.0 0.0
H 4.433 2.293 1.711 0.0 0.0 0.0
H 5.424 1.840 3.107 0.0 0.0 0.0
H 3.332 2.136 5.259 0.0 0.0 0.0
H 4.245 0.641 5.141 0.0 0.0 0.0
H 2.479 0.590 5.163 0.0 0.0 0.0
H 3.502 -0.221 1.631 0.0 0.0 0.1
H 2.957 -0.918 3.152 0.0 0.0 0.0
H 4.654 -0.468 2.956 0.0 0.0 0.0
Te -0.482 -1.496 1.589 -0.4 0.0 -0.4
C -1.284 -2.137 3.433 0.1 0.2 0.1
C -2.542 -2.715 3.520 0.0 -0.1 0.1
C -2.988 -3.177 4.749 0.0 0.0 0.0
C -2.185 -3.057 5.878 0.0 0.0 0.0
C -0.930 -2.475 5.783 0.0 0.0 0.0
C -0.475 -2.012 4.555 -0.1 0.0 0.1
H -3.162 -2.821 2.640 0.0 0.0 0.0
H -3.963 -3.639 4.823 0.0 0.0 0.0
H -2.538 -3.425 6.832 0.0 0.0 0.0
H -0.297 -2.396 6.657 0.0 0.0 0.0
H 0.511 -1.566 4.480 0.0 0.0 0.0
N -4.261 -0.306 2.604 0.0 0.0 0.0
C -4.899 -0.533 1.419 -0.1 0.0 0.1
C -6.299 -0.674 1.395 0.0 0.0 0.0
C -6.929 -0.907 0.203 0.0 0.0 0.0
C -6.165 -1.023 -0.962 0.0 0.0 0.0
C -4.807 -0.893 -0.848 0.2 -0.2 0.0
N -4.157 -0.644 0.310 -0.2 0.1 0.1
H -4.814 0.022 3.376 0.0 0.0 0.0
H -3.315 0.042 2.568 0.0 0.0 0.0
H -6.857 -0.583 2.318 0.0 0.0 0.0
H -8.006 -1.004 0.167 0.0 0.0 0.0
H -6.617 -1.210 -1.924 0.0 0.0 0.0
H -4.171 -0.999 -1.719 0.0 0.1 0.0
C -1.227 -8.127 -4.642 0.0 0.0 0.0
C -2.570 -8.808 -4.621 0.0 -0.1 0.0
O -2.978 -9.476 -5.528 0.0 0.0 0.0
S -3.587 -8.779 -3.133 -0.1 0.1 0.0
C -3.017 -7.378 -2.212 0.1 0.0 0.1
C -3.102 -6.090 -2.735 0.0 0.0 0.0
C -2.654 -5.008 -1.999 0.0 0.0 0.0
C -2.139 -5.198 -0.715 0.0 0.1 0.1
C -2.095 -6.481 -0.176 0.0 0.0 0.0
C -2.530 -7.564 -0.922 0.0 0.0 0.0
C -1.652 -4.070 0.029 -0.1 -0.2 -0.1
C -1.228 -3.106 0.612 0.2 -0.2 0.1
H -1.070 -7.703 -5.633 0.0 0.0 0.0
H -0.479 -8.906 -4.487 0.0 0.0 0.0
H -1.106 -7.367 -3.877 0.0 0.0 0.0
H -3.529 -5.939 -3.719 0.0 0.0 0.0
H -2.708 -4.006 -2.407 0.0 0.0 0.0
H -1.707 -6.625 0.824 0.0 0.0 0.0
H -2.486 -8.563 -0.507 0.0 0.0 0.0
```
Forces are in eV/Å.



Record order is preserved below.
DFT total energy: -10399.09147, -118559.58555 eV